73
Properties=species:S:1:pos:R:3:mulliken_charge:R:1 method="wB97M-V/def2-TZVPD" lumo_energy_ev="-7.64 / -9.00" spin_multiplicity=5 total_charge=+2 max_force_ev_per_a=6.90 e_homo_ha="-0.487 / -0.487" gap_ev="5.6 / 4.3" e_above_lowest_kcal_mol=137.7 s2=6.04 total_energy_ha=-2325.7983
H -2.3126 1.8693 1.7169 0.455
C -4.5458 -0.1907 -2.4221 -0.156
H -4.0806 -2.6022 -0.3587 0.462
C -2.4281 2.1857 -0.8200 -0.913
C 1.1056 1.6206 1.7879 -0.595
O -1.4489 -1.4796 5.2594 -0.483
N -1.9064 1.0795 -1.4823 0.881
O 0.1569 -0.1466 4.2376 -0.474
H 2.1655 0.8263 3.3961 0.407
H -2.2581 0.3870 3.2345 0.515
N 3.0574 -0.1277 -1.1060 0.537
C -2.5235 3.2509 -1.6976 -0.949
P -1.8750 -0.6367 -0.5644 0.865
H -2.7718 4.2699 -1.4153 0.488
H 2.6348 -4.0400 -0.3472 0.393
H -4.4881 0.8515 -2.6886 0.445
C -4.3450 -2.0182 -1.2194 -0.144
H -2.3122 3.2630 -3.9231 0.477
C 2.4573 -2.4823 -3.2265 -0.287
H -0.2857 3.1969 5.3746 0.362
H -0.5191 1.2303 0.5150 -1.025
H 2.3051 -1.5453 -3.7375 0.353
H -0.8173 -2.3738 -1.7268 0.658
H -2.6179 2.1082 0.2396 0.780
H 4.7939 1.9471 -2.9290 0.501
H -1.3753 3.2310 2.5303 0.548
C 2.8383 -3.7268 -3.6703 -0.660
O -0.7786 -1.9763 3.2170 -0.568
H -5.7099 -3.2943 -2.4133 0.463
H 1.7321 1.1079 1.0473 0.769
H 0.8878 -0.4614 -2.9040 0.334
C -0.2406 2.0114 1.2718 0.793
H 2.0412 3.0344 4.3574 0.468
N -0.8592 -1.2686 4.2186 0.985
H -1.4079 -1.1627 -2.9866 0.481
H -1.4158 1.0845 5.4598 0.548
H 0.6533 3.4863 3.3198 0.271
C -5.2455 -2.3306 -2.2477 -0.548
C -1.7998 1.4039 -2.8390 -0.406
C -1.4331 2.1609 2.2946 -0.334
C -2.2023 2.7358 -2.9874 -0.844
C -5.3653 -1.1509 -3.0385 -0.592
N 2.2661 -2.5905 -1.8504 0.615
C 2.6244 -3.8593 -1.4109 -0.348
H -0.1066 3.0125 0.7863 0.360
H 2.6391 -1.4564 1.6687 0.171
H 5.9697 1.2353 -0.5908 0.497
H 3.0038 -3.9763 -4.6849 0.507
C 3.2107 0.6291 -2.2675 -0.275
C 4.1994 0.0070 -0.3303 -0.484
H 1.7288 -2.8139 2.3979 0.552
H 4.2855 -0.5795 0.5731 0.383
C -0.9362 -1.2951 -1.9934 -1.631
C 5.0393 0.8968 -0.9735 -0.776
C 1.1058 2.7146 3.9432 -0.899
C -0.7694 1.1898 4.5595 -0.050
C 0.2087 2.2763 5.0630 -0.921
Ru 0.1455 -1.7546 0.5696 0.140
N -3.8062 -0.7597 -1.3934 -0.051
P 1.6496 -1.3518 -0.8482 0.796
H 1.3672 -1.1719 2.9348 -0.063
H 0.3120 0.4727 -1.4872 1.012
C 1.6456 -1.7663 2.0500 -0.440
C -1.5665 1.2218 3.3834 -0.995
H 2.4626 0.6697 -3.0520 0.350
H 0.7759 1.8633 5.9055 0.445
H 3.0939 -5.6346 -2.5190 0.486
C 0.4243 -0.5378 -1.9260 -1.172
H -1.3847 0.7202 -3.5902 0.271
C 1.5314 1.6486 3.0537 -0.702
H -5.9148 -1.0247 -3.9666 0.457
C 2.9066 -4.5915 -2.5414 -0.730
C 4.4283 1.2787 -2.1895 -0.766



80
Properties=species:S:1:pos:R:3:mulliken_charge:R:1 method="wB97M-V/def2-TZVPD" lumo_energy_ev=2.92 total_charge=-2 max_force_ev_per_a=6.97 e_homo_ha=-0.053 gap_ev=4.4 total_energy_ha=-2383.4727
O -2.0058 1.4033 -0.3906 -0.498
H -3.3940 0.2764 -7.8352 0.269
H 4.6021 4.1343 -0.0804 0.327
C 1.3933 -3.9919 0.9877 -0.836
H 3.2854 0.6944 0.1008 0.044
C -2.8944 1.4512 -3.7471 0.213
H 2.7493 6.2761 -0.8028 0.297
C 3.5491 4.4040 -0.0005 -0.500
C -1.1976 0.2410 -4.9072 -0.678
C -5.5362 0.9704 1.7392 0.273
O -3.9759 0.6770 -7.1852 -0.563
H 2.1996 -3.2942 1.1593 0.203
H -2.0030 -2.1723 4.1644 0.435
H 3.6127 5.3260 -1.9748 0.265
O -2.5249 -2.3920 3.3892 -0.312
C -1.6213 0.8523 -3.7548 -0.185
H -2.4677 -1.6777 2.7503 0.396
C -4.5300 0.1157 2.0928 -0.912
H 0.7989 1.4903 4.1923 0.555
O 0.9525 2.4297 -1.0428 -0.303
H 0.5251 3.2176 2.3819 0.291
O -0.1418 -0.2979 0.3551 0.556
H -0.9732 -0.4691 0.8034 0.432
O 0.3507 -7.0066 -0.6836 -0.774
C -0.7960 -5.8607 0.7611 -0.740
C 4.2290 -1.2234 0.2231 -1.020
O -2.3939 -0.6748 1.4511 -1.161
H -0.2513 -0.2765 -4.8505 0.364
C -3.3295 0.1971 1.2846 0.687
H -1.3589 1.1390 -1.8082 0.430
H -0.2563 0.4764 -0.2008 0.607
H 3.3642 4.7742 1.0079 0.246
C 5.9119 -2.9381 -0.0590 -0.596
N 2.5102 -0.2407 1.8125 -0.205
C -5.4498 1.9433 0.5403 0.223
C 0.3745 -5.9866 0.1211 0.412
O -0.1629 -2.5923 2.3289 -0.693
H 0.5009 -0.0380 1.0192 -0.124
C 1.8637 3.2540 -0.8961 0.363
H -0.8452 3.0975 3.5919 0.266
H 0.7794 -0.1133 3.5124 0.079
H 2.2973 1.8180 1.8367 -0.405
O -2.1444 -4.4554 2.0685 -0.865
C -4.3618 2.0159 -0.2493 -0.788
O -6.4784 2.6615 0.1015 -0.770
C -1.0065 -4.7628 1.6960 0.613
O 1.7364 4.5354 -1.3788 -0.367
H 6.1997 -2.4632 -0.9969 0.280
H 4.4731 -0.9316 -0.7983 0.438
H -4.7650 1.6962 -4.7515 0.400
H -3.2599 1.9180 -2.8444 0.056
H -4.5702 -0.6984 2.8014 0.386
C 3.6225 0.0097 0.8790 -0.038
C -3.7296 1.4161 -4.8772 -0.710
H -4.3316 2.7097 -1.0764 0.423
O -6.6001 0.9088 2.5058 -0.757
H -1.6471 -0.4323 -6.8172 0.202
C 2.2639 0.9696 2.5202 -0.060
C -0.4178 2.7432 2.6539 -0.739
O 5.2844 -1.9296 0.8325 -0.412
H 2.9298 -0.8617 2.4896 0.313
C 2.9368 5.2512 -1.1229 -0.294
O -0.2179 1.3003 2.5230 0.083
H 5.1131 -3.6595 -0.2309 0.243
O 2.5582 -5.1255 -0.5301 -0.802
H 4.4503 0.3469 1.5028 0.435
H 6.8166 -3.3595 0.3790 0.226
C -3.1414 1.2638 0.0820 0.287
H -2.3128 -3.1836 2.8892 0.616
C 0.1238 -3.6430 1.7045 0.459
C 1.5095 -5.0536 0.1903 0.625
O 2.9372 3.1951 -0.0918 -0.136
H -1.2209 2.9862 1.9580 0.130
H -1.6122 -6.5675 0.7383 0.363
H 3.0189 1.1751 3.2791 0.424
C -3.2781 0.7317 -6.0013 0.964
O -1.0618 0.6151 -2.5559 -0.171
C 0.9559 0.9342 3.2681 -0.759
C -1.9512 0.2255 -6.0165 -0.437
H 3.4384 -1.8951 -0.1114 0.409